Entry 1:
9 unconnected molecules or ions with the total composition C37H89N7O13 in a non-equilibrium geometry. Source: the OMol25 dataset; level of theory: the ωB97M-V functional and the def2-TZVPD basis.

## Properties
- orbital gap (eV) = 8.16
- SMILES = CC1(C)CCCC(C)(C)N1O.CC1(C)CCCC(C)(C)N1O.CC1(C)CCCC(C)(C)N1O.NC(N)=O.NC(N)=O.OCCO.OCCO.OCCO.OCCO
- energy (hartree) = -2824.23669

```
! wB97M-V def2-TZVPD RIJCOSX def2/J DEFGRID3
* xyz 0 1
C 4.49 0.30 7.12
C 4.19 -1.02 6.31
C 2.96 -0.72 5.42
C 5.45 -1.31 5.40
C 6.62 -2.05 6.06
C 6.09 -3.33 6.75
C 4.85 -2.96 7.78
C 4.26 -4.29 8.19
C 5.54 -2.32 8.95
N 3.82 -2.22 7.06
O 2.69 -2.04 7.87
H 3.66 0.41 7.82
H 5.46 0.22 7.62
H 4.56 1.16 6.46
H 2.84 -1.42 4.59
H 2.05 -0.76 6.02
H 3.11 0.22 4.91
H 5.20 -1.73 4.42
H 5.80 -0.35 5.04
H 7.25 -2.40 5.24
H 7.13 -1.37 6.74
H 6.94 -3.84 7.20
H 5.67 -4.02 6.03
H 5.12 -4.93 8.40
H 3.66 -4.90 7.52
H 3.64 -4.13 9.07
H 4.75 -1.78 9.48
H 6.20 -1.48 8.69
H 6.09 -2.97 9.62
H 3.12 -1.55 8.58
C 10.60 -0.86 -1.75
C 9.90 -2.00 -2.57
C 9.81 -1.44 -3.96
C 10.86 -3.14 -2.64
C 10.24 -4.31 -3.39
C 9.03 -4.73 -2.60
C 7.89 -3.68 -2.47
C 6.98 -3.62 -3.72
C 7.12 -4.17 -1.24
N 8.58 -2.41 -2.09
O 7.74 -1.29 -2.07
H 9.99 0.04 -1.78
H 10.83 -0.99 -0.70
H 11.47 -0.45 -2.27
H 9.02 -1.93 -4.53
H 9.61 -0.36 -4.01
H 10.75 -1.64 -4.47
H 11.78 -2.79 -3.12
H 11.16 -3.43 -1.63
H 9.94 -4.04 -4.40
H 11.00 -5.09 -3.43
H 9.44 -5.14 -1.67
H 8.53 -5.58 -3.07
H 6.52 -4.60 -3.75
H 7.46 -3.47 -4.69
H 6.16 -2.91 -3.65
H 6.25 -3.55 -1.05
H 7.76 -4.16 -0.35
H 6.86 -5.22 -1.40
H 7.57 -1.08 -2.99
C -11.74 5.53 -1.23
C -10.68 5.98 -2.22
C -10.85 5.18 -3.47
C -10.94 7.51 -2.64
C -10.66 8.50 -1.54
C -9.19 8.34 -0.95
C -8.83 6.88 -0.60
C -7.30 6.71 -0.66
C -9.44 6.74 0.85
N -9.36 5.83 -1.57
O -9.05 4.48 -1.22
H -11.77 5.78 -0.17
H -12.63 6.01 -1.62
H -11.82 4.44 -1.30
H -10.79 4.11 -3.24
H -11.89 5.25 -3.79
H -10.19 5.53 -4.26
H -10.27 7.70 -3.48
H -11.94 7.58 -3.07
H -10.80 9.50 -1.95
H -11.44 8.28 -0.81
H -9.23 8.91 -0.02
H -8.54 8.84 -1.67
H -6.88 6.76 -1.66
H -6.93 5.82 -0.14
H -6.81 7.54 -0.15
H -9.42 5.69 1.14
H -10.47 7.05 1.02
H -8.73 7.15 1.57
H -8.35 4.26 -1.85
N 2.72 1.32 -5.52
C 3.53 2.27 -5.79
N 3.75 2.21 -7.06
O 4.07 2.99 -4.94
H 2.01 1.00 -6.16
H 2.56 1.16 -4.54
H 4.53 2.81 -7.32
H 3.13 1.70 -7.67
N -1.44 4.99 3.80
C -1.45 5.39 5.04
N -1.67 4.43 5.93
O -1.41 6.57 5.36
H -1.34 5.82 3.24
H -1.48 4.00 3.61
H -1.66 4.86 6.85
H -1.47 3.50 5.59
O -0.90 -1.54 -8.41
C -0.14 -1.52 -9.56
C -0.51 -0.39 -10.53
O -0.26 0.83 -9.89
H -1.78 -1.87 -8.62
H 0.92 -1.40 -9.34
H -0.32 -2.46 -10.08
H -1.57 -0.42 -10.79
H 0.16 -0.49 -11.38
H -0.56 1.55 -10.46
O -7.67 -6.01 -0.66
C -6.41 -6.24 -1.27
C -6.52 -5.47 -2.61
O -5.38 -5.75 -3.38
H -7.71 -6.69 0.02
H -5.63 -5.93 -0.57
H -6.17 -7.30 -1.42
H -6.77 -4.42 -2.48
H -7.49 -5.78 -2.98
H -5.31 -5.29 -4.22
O -0.46 -1.65 -0.93
C -1.73 -1.50 -1.46
C -2.37 -0.26 -0.82
O -2.32 -0.23 0.63
H -0.48 -1.41 0.00
H -1.76 -1.41 -2.54
H -2.17 -2.49 -1.32
H -3.42 -0.38 -1.10
H -2.00 0.68 -1.22
H -3.03 -0.78 0.97
O -2.59 -3.67 4.89
C -3.66 -2.81 5.33
C -4.88 -3.21 4.66
O -5.12 -2.89 3.31
H -1.87 -3.53 5.51
H -3.84 -2.81 6.41
H -3.47 -1.79 4.99
H -5.71 -2.76 5.21
H -4.92 -4.30 4.60
H -5.71 -3.54 2.92
*
```



Entry 2:
A molecular structure, C37H91Mg2N15O32 in a non-equilibrium geometry. Source: the OMol25 dataset; level of theory: the ωB97M-V functional and the def2-TZVPD basis.

## Properties
- orbital gap (eV) = 7.70
- energy (hartree) = -5092.46783

```
! wB97M-V def2-TZVPD RIJCOSX def2/J DEFGRID3
* xyz 0 1
Mg -0.70 -1.72 1.43
Mg -2.82 -0.21 -0.11
C -4.09 -6.63 -3.22
C -2.68 -6.18 -2.90
C -2.54 -4.63 -2.86
N -1.26 -4.08 -2.41
C -0.11 -4.42 -3.37
C 1.10 -3.58 -3.19
C 0.81 -2.04 -3.26
C -0.24 -1.79 -2.15
C -1.45 -2.56 -2.47
C -0.95 -4.55 -1.07
H -4.31 -7.71 -3.12
H -4.33 -6.40 -4.28
H -4.83 -6.11 -2.57
H -1.96 -6.54 -3.66
H -2.34 -6.59 -1.96
H -3.31 -4.28 -2.17
H -2.64 -4.18 -3.84
H -0.56 -4.20 -4.36
H 0.06 -5.52 -3.39
H 1.92 -3.95 -3.82
H 1.48 -3.72 -2.18
H 0.39 -1.73 -4.22
H 1.77 -1.55 -3.10
H -0.57 -0.76 -2.08
H 0.11 -1.96 -1.15
H -1.67 -2.41 -3.54
H -2.34 -2.27 -1.88
H -0.81 -5.62 -1.13
H -1.75 -4.38 -0.35
H -0.03 -4.04 -0.73
C -1.75 -0.68 -5.82
C -1.23 0.44 -4.86
C -2.41 1.31 -4.33
N -2.09 2.57 -3.56
C -3.40 2.77 -2.78
C -3.29 3.76 -1.61
C -2.03 3.54 -0.80
C -0.77 3.41 -1.62
C -0.92 2.28 -2.60
C -1.78 3.64 -4.52
H -0.93 -1.33 -6.09
H -2.15 -0.30 -6.76
H -2.55 -1.22 -5.29
H -0.44 1.04 -5.32
H -0.73 -0.03 -3.99
H -3.03 0.67 -3.68
H -2.96 1.60 -5.23
H -3.70 1.83 -2.33
H -4.19 2.97 -3.49
H -4.25 3.67 -1.07
H -3.24 4.77 -2.04
H -2.24 2.72 -0.08
H -1.87 4.43 -0.13
H 0.07 3.26 -0.98
H -0.62 4.27 -2.26
H -1.14 1.35 -2.12
H 0.01 2.04 -3.14
H -2.65 3.69 -5.18
H -0.92 3.32 -5.15
H -1.70 4.62 -4.04
O -2.33 -2.13 0.52
C -3.23 -2.49 1.59
C -2.80 -1.95 2.90
O -1.57 -2.30 3.25
H -3.28 -3.60 1.66
H -4.28 -2.14 1.52
H -3.65 -2.28 3.59
H -2.97 -0.86 2.87
O -4.56 0.55 0.38
C -5.29 -0.14 -0.54
C -4.49 -1.05 -1.58
O -3.25 -0.53 -1.95
H -5.85 0.54 -1.21
H -6.05 -0.80 -0.10
H -5.10 -1.22 -2.46
H -4.36 -2.09 -1.12
O 1.12 -1.29 1.11
C 1.39 0.07 0.84
C 0.25 0.81 0.18
O -0.96 0.18 0.32
H 2.30 0.33 0.24
H 1.63 0.62 1.79
H 0.47 0.89 -0.91
H 0.26 1.90 0.51
C 2.57 5.70 -1.46
N 2.95 7.14 -1.68
O 2.09 7.90 -2.14
O 4.06 7.45 -1.37
H 2.83 5.43 -0.44
H 3.13 5.10 -2.15
H 1.49 5.55 -1.62
C 7.23 -0.54 -0.10
N 6.79 0.27 -1.21
O 7.56 1.03 -1.75
O 5.61 0.19 -1.53
H 7.02 -1.58 -0.36
H 6.74 -0.32 0.87
H 8.30 -0.37 -0.02
C 3.79 2.02 -3.00
N 2.70 2.32 -3.85
O 2.55 3.47 -4.20
O 1.91 1.44 -4.15
H 3.48 2.11 -1.96
H 4.64 2.69 -3.12
H 4.16 1.00 -3.12
C 3.68 -2.31 -0.59
N 4.37 -2.72 -1.90
O 3.80 -2.53 -2.99
O 5.49 -3.19 -1.79
H 2.75 -2.90 -0.48
H 3.34 -1.29 -0.70
H 4.41 -2.45 0.18
C -0.75 0.92 3.60
N -0.10 1.66 4.68
O 0.71 2.51 4.38
O -0.40 1.41 5.81
H -0.08 0.07 3.40
H -0.96 1.57 2.78
H -1.65 0.49 4.08
C -3.47 -0.68 5.89
N -4.23 0.58 5.72
O -3.81 1.38 4.89
O -5.20 0.72 6.37
H -4.10 -1.53 6.09
H -2.85 -0.55 6.82
H -2.78 -0.81 5.08
C -4.86 3.19 2.40
N -3.80 4.12 2.09
O -2.67 3.72 2.16
O -4.09 5.27 1.85
H -5.68 3.42 1.74
H -5.06 3.29 3.46
H -4.46 2.21 2.16
C 2.35 4.07 6.36
N 2.88 2.71 6.68
O 2.55 2.19 7.68
O 3.53 2.17 5.82
H 1.81 4.53 7.19
H 1.80 3.88 5.47
H 3.27 4.59 6.08
C 3.69 -0.79 3.19
N 4.88 -1.60 3.36
O 5.80 -1.44 2.60
O 4.89 -2.50 4.21
H 3.51 -0.52 4.22
H 2.94 -1.49 2.79
H 3.94 0.08 2.60
C 3.51 3.55 2.37
N 4.22 2.72 1.43
O 4.05 2.82 0.24
O 4.99 1.94 1.93
H 2.44 3.39 2.43
H 3.66 4.55 1.97
H 3.90 3.41 3.39
C 0.90 -3.75 4.03
N 0.88 -4.58 2.81
O 1.22 -5.72 2.91
O 0.60 -4.12 1.75
H 1.84 -3.21 4.07
H 0.85 -4.40 4.92
H 0.02 -3.10 3.98
C 2.56 -7.35 1.05
N 2.48 -6.11 0.19
O 1.71 -6.18 -0.74
O 3.19 -5.20 0.47
H 3.01 -8.09 0.42
H 1.50 -7.68 1.17
H 3.13 -7.20 1.96
C -0.72 6.59 2.63
N 0.44 5.84 2.08
O 0.35 5.31 0.98
O 1.46 5.81 2.70
H -0.35 7.39 3.27
H -1.29 5.92 3.26
H -1.34 6.95 1.82
*
```